The following is a quantum chemistry calculation of a structure of composition C38H91Br8Cl2N6O8V at a distorted geometry, from OMol25.

Structure (XYZ):
```
154
Properties=species:S:1:pos:R:3:forces:R:3
O 4.37513 2.87638 0.26821 1.467 0.213 -0.897
V 3.08365 2.22659 0.82521 -1.821 -1.317 0.583
O 3.30458 2.25039 2.38513 -0.123 -0.511 0.456
C 0.70981 -0.99292 -1.20383 -0.459 0.543 -0.564
C -0.53840 -0.26687 -0.62758 0.326 0.257 -0.287
C -1.77267 -1.25586 -0.69776 2.219 -1.346 1.725
C -1.51329 -2.33333 0.35688 -1.796 0.253 1.568
C -1.34486 -1.79800 1.81355 0.892 -0.435 -2.312
C -0.14794 -0.78439 1.86734 -1.278 1.525 1.409
N -0.22960 0.22958 0.76032 -0.802 0.477 0.082
O 0.78214 1.31375 0.86127 -0.616 -1.482 -0.606
C 1.19451 -1.45307 2.08118 0.746 0.373 -0.520
C -0.48838 -0.00918 3.22380 1.126 0.392 -1.176
C -0.98182 0.84223 -1.63321 -0.441 0.099 0.387
H 1.53653 -0.28269 -1.21793 -0.046 0.028 0.013
H 0.48836 -1.25771 -2.23773 0.178 -0.171 -0.260
H 1.04629 -1.88855 -0.68163 -0.263 0.052 0.106
H -1.68805 -1.92413 -1.55470 -0.216 1.083 -0.854
H -2.78864 -0.86853 -0.62118 0.283 0.517 0.091
H -0.72534 -3.02436 0.05736 0.277 0.183 0.096
H -2.42218 -2.93210 0.41591 -0.097 -0.486 -0.207
H -1.24242 -2.70943 2.40253 0.752 0.209 0.524
H -2.28776 -1.39873 2.18720 0.050 0.600 -0.310
H 1.59526 -2.04733 1.26000 -0.907 -1.299 0.153
H 1.15863 -1.90116 3.07418 0.483 -0.552 -0.264
H 2.03750 -0.76421 2.02715 -0.576 0.974 1.104
H 0.34905 0.61169 3.54212 0.404 -0.227 0.039
H -0.74838 -0.71079 4.01641 -0.181 0.099 0.001
H -1.24036 0.75313 3.02000 -0.515 -0.446 0.053
H -0.24524 1.42750 -2.18369 0.243 -0.415 -0.006
H -1.67786 1.57659 -1.22783 0.126 0.024 0.672
H -1.64901 0.33522 -2.33028 0.431 -0.008 -0.573
Br -0.01876 -4.28927 -4.62022 0.126 -0.027 0.298
C -1.26485 -3.91883 -3.17329 -0.974 0.353 -0.916
C -2.12098 -5.13383 -2.83237 0.652 0.992 1.660
Br -1.29344 -6.04153 -1.27565 0.203 -0.635 -0.585
H -1.95188 -3.19355 -3.60924 0.068 0.120 -0.225
H -0.76339 -3.36110 -2.38236 0.157 -0.810 0.100
H -2.36701 -5.71791 -3.71918 0.254 -0.377 0.486
H -2.99521 -4.83132 -2.25591 -0.302 0.304 -0.822
Br 3.28096 1.95114 6.55214 0.143 -0.478 -0.522
C 3.16407 0.17123 5.68729 -0.772 -0.288 0.909
C 4.52505 -0.45817 5.74971 0.695 -0.232 -0.384
Br 4.48470 -2.27927 4.96767 -0.106 0.470 0.166
H 2.67893 0.18644 4.71132 0.652 0.657 -0.269
H 2.42559 -0.35719 6.29022 0.294 -0.100 0.301
H 4.96541 -0.60758 6.73554 -0.595 0.112 0.086
H 5.26236 0.12561 5.19862 -0.178 -0.176 -0.290
Br 0.31611 4.40532 5.68429 -0.366 -0.963 0.104
C -0.15903 2.47629 5.84359 -0.681 -0.128 -0.443
C -1.12702 2.26534 6.96700 -0.172 1.170 1.293
Br -1.60435 0.36257 7.15988 0.434 0.774 0.059
H 0.77340 1.93795 6.01347 -0.235 0.223 -0.168
H -0.68801 2.13375 4.95424 0.635 0.402 -0.420
H -2.05286 2.84011 6.94360 -0.220 -0.377 -0.981
H -0.72274 2.73569 7.86335 0.432 -1.018 0.528
Br 3.23080 -4.84784 1.21517 -0.809 -0.081 0.060
C 1.56839 -5.96339 1.60555 1.841 0.183 -0.020
C 0.62013 -5.21988 2.49546 0.328 -0.593 0.299
Br -0.63942 -6.59274 3.12378 -0.469 0.241 -0.416
H 2.09465 -6.77003 2.11595 -0.619 -0.138 -0.114
H 1.21602 -6.25878 0.61727 -0.196 0.108 0.313
H 0.17971 -4.36967 1.97463 -0.371 -0.216 0.364
H 1.04951 -4.98114 3.46847 0.308 0.555 -0.539
C -5.37569 0.11603 1.41194 1.204 -1.456 -0.976
C -6.16622 0.20229 2.65213 -0.123 -0.275 -0.403
C -5.29526 0.38185 3.85810 -0.377 0.226 2.105
O -6.06601 0.62305 5.10674 0.855 -0.394 -1.394
C -5.22148 0.83311 6.24955 -0.609 -0.179 -1.069
N -7.04114 1.30270 2.36772 -1.301 0.164 1.174
H -4.69309 -0.73288 1.45076 0.631 0.073 -0.032
H -4.85738 1.05553 1.22012 0.111 -0.094 -0.153
H -6.04151 -0.13195 0.58532 -0.039 0.453 0.030
H -6.79011 -0.68852 2.72495 0.061 -0.195 0.314
H -4.64252 1.24389 3.72058 0.215 0.232 -0.169
H -4.66622 -0.49671 4.00141 0.139 -0.167 0.101
H -5.91820 0.86052 7.08736 0.370 -0.013 0.133
H -4.66956 1.76853 6.15736 -0.034 0.290 0.061
H -4.47204 0.04606 6.33314 -0.148 -0.229 0.224
H -7.75897 1.10479 3.05011 -0.764 1.039 0.106
H -6.55446 2.12508 2.69471 -0.176 0.566 -0.028
C 5.31411 -0.72452 1.75936 0.436 -0.110 -0.050
C 5.00702 -0.48023 0.30962 0.869 0.231 0.084
C 5.10969 -1.75853 -0.53635 -1.914 0.297 -0.250
O 4.25344 -1.68049 -1.71074 -0.118 0.996 0.580
C 3.96624 -2.95993 -2.26336 1.616 0.316 -0.130
N 3.65399 0.06000 0.32419 -0.205 0.698 -1.344
H 5.21191 0.25913 2.21771 0.175 -0.185 0.478
H 6.31121 -1.13997 1.90529 -0.001 0.051 0.183
H 4.57088 -1.40954 2.16733 0.064 -0.035 0.201
H 5.70109 0.28153 -0.04546 -0.189 0.154 -0.305
H 4.60973 -2.50470 0.08120 0.622 -0.663 0.186
H 6.14493 -1.97312 -0.80153 -0.029 -0.282 0.041
H 3.43578 -3.63123 -1.58803 -0.075 0.094 0.096
H 4.98023 -3.30659 -2.46276 -0.132 -1.115 -0.230
H 3.47463 -2.88334 -3.23318 -0.265 0.366 0.264
H 3.41852 0.00856 -0.65663 -0.553 0.417 -0.538
H 3.06798 -0.67560 0.69239 -0.351 0.148 0.404
C -5.63152 -2.02913 -5.79558 -0.041 0.969 1.790
C -4.34958 -1.37812 -5.19576 -0.740 -0.283 -1.102
C -4.32986 -1.22091 -3.67074 1.009 -2.905 -0.535
O -5.56048 -0.94383 -3.10504 -0.929 0.527 -0.247
C -5.78049 -1.59281 -1.86382 1.764 -0.076 -0.006
N -3.23713 -2.18863 -5.74857 0.847 1.487 0.296
H -5.58892 -2.12545 -6.88049 -0.088 0.486 0.081
H -6.44607 -1.42810 -5.39139 -0.544 -0.133 -0.696
H -5.77605 -3.03687 -5.40614 0.180 -0.122 0.189
H -4.26273 -0.33956 -5.51502 0.165 -0.132 -1.004
H -3.44053 -0.73542 -3.26885 -0.267 1.251 -0.173
H -3.98898 -2.23732 -3.47372 -0.497 -0.951 1.038
H -5.40605 -2.61023 -1.97687 -0.566 -0.516 0.092
H -6.79608 -1.54326 -1.47113 0.058 0.208 -0.548
H -5.06894 -1.16539 -1.15735 -0.257 0.233 0.489
H -3.21052 -3.17108 -5.51581 -0.541 -0.055 0.440
H -3.39853 -2.15659 -6.74509 0.437 -0.057 -0.168
C 1.19877 4.45844 -2.58880 -0.836 1.547 0.843
C 1.92711 4.01616 -1.33987 1.044 -1.922 -0.771
C 1.27211 4.45788 -0.04853 0.014 0.206 0.747
O 2.20882 4.28326 1.07602 -0.642 -0.607 -1.370
C 1.76289 4.89500 2.27023 0.171 1.655 0.779
N 2.09231 2.49761 -1.41535 -0.392 1.276 1.671
H 1.72566 4.36067 -3.53797 -0.108 -0.568 0.325
H 0.98289 5.52155 -2.48257 0.129 0.367 -0.128
H 0.19677 4.03042 -2.55855 0.063 -0.459 -0.581
H 2.96027 4.36315 -1.32277 -0.039 0.444 -0.014
H 0.36115 3.93710 0.24648 0.057 -0.488 -0.352
H 0.95559 5.49464 -0.16290 0.473 0.338 0.253
H 0.69300 4.82401 2.46617 0.074 -0.681 -0.037
H 1.97352 5.96418 2.24586 -0.233 0.490 -0.883
H 2.37590 4.71999 3.15436 -0.094 -1.481 -0.291
H 1.16541 2.12765 -1.26016 -0.208 -0.336 0.398
H 2.29156 2.24834 -2.37361 0.275 0.149 -0.147
C 4.17595 0.60284 -4.93631 0.304 -0.673 -0.748
C 3.41232 1.81468 -4.50716 -0.328 1.204 -0.507
C 3.56385 2.97666 -5.50964 -0.563 -1.152 0.174
O 4.91512 3.15413 -5.72985 1.745 0.794 -0.594
C 5.22752 3.78861 -6.96916 -0.721 -0.646 -0.626
N 1.97274 1.59137 -4.26226 0.653 -0.299 0.462
H 3.89414 -0.24790 -4.31589 0.212 -0.084 0.110
H 5.25523 0.75419 -4.91704 -0.057 0.051 0.382
H 3.97817 0.33995 -5.97548 -0.346 -0.072 -0.160
H 3.87798 2.12727 -3.57252 -0.162 0.254 0.293
H 3.03277 3.87055 -5.18250 0.131 0.274 0.208
H 3.08819 2.65594 -6.43646 -0.272 -0.102 -0.354
H 4.89654 4.82626 -7.01195 0.114 0.107 0.151
H 4.74212 3.24192 -7.77762 -0.757 0.008 -0.104
H 6.24663 3.68038 -7.34037 0.452 0.190 1.226
H 1.94710 0.68981 -3.80771 -0.475 -0.288 0.235
H 1.39538 1.48435 -5.08404 0.257 0.133 -0.421
C -2.21612 2.91698 1.18563 0.119 -0.449 -0.904
Cl -2.00617 3.69649 2.74660 -0.133 0.019 -0.089
Cl -3.63933 3.49184 0.24012 0.357 -0.065 0.469
H -1.34053 3.07898 0.55700 -0.121 0.145 0.327
H -2.28850 1.83445 1.29048 -0.147 0.143 0.252
```
Positions in Å, forces in eV/Å.

Values from the calculation:
E ... -677268.86532 eV
Net charge ... 0
Highest occupied orbital energy ... -6.665 eV
Energy relative to the best compared isomer or geometry (same formula, charge and spin) ... 229.3 kJ/mol
Kohn-Sham gap ... 6.93 eV

Here are the Mulliken charges for atoms 1 to 99, given in e: O -0.34; V 1.05; O -0.63; C 0.22; C 2.23; C 0.44; C -0.70; C -1.20; C 2.20; N 0.03; O 0.69; C -0.79; C -1.48; C -1.11; H -2.20; H 0.80; H 0.11; H -1.25; H 0.12; H -0.08; H 0.78; H 0.71; H -0.03; H -0.28; H 0.84; H -0.43; H 0.00; H 0.42; H -0.09; H -0.11; H -0.07; H 0.15; Br -0.13; C 0.83; C -0.37; Br -0.18; H -0.51; H -0.34; H 0.57; H 0.12; Br -0.18; C -0.23; C -0.65; Br -0.20; H -0.07; H 0.48; H 0.46; H 0.38; Br -0.14; C 1.02; C -0.73; Br -0.21; H -0.49; H -0.34; H 0.46; H 0.47; Br -0.16; C -0.53; C -0.15; Br -0.13; H 0.46; H 0.16; H -0.15; H 0.40; C -0.79; C 0.23; C -0.58; O -0.43; C -0.58; N -0.73; H 0.39; H -0.18; H 0.17; H 0.46; H 0.25; H 0.40; H 0.30; H 0.25; H 0.21; H 0.33; H 0.30; C -1.24; C 0.15; C -0.72; O -0.01; C -0.84; N 1.51; H 0.29; H 0.45; H 0.06; H 0.53; H -0.03; H 0.44; H 0.15; H 0.48; H 0.20; H -0.36; H -0.85; C -1.35